Entry 1:
Density functional theory data (the ωB97M-V functional and the def2-TZVPD basis) for a single C5H7N molecule.

```
13
Properties=species:S:1:pos:R:3:forces:R:3:lowdin_charge:R:1
C -1.4641 -1.0582 0.6623 0.012 -0.120 -0.107 -0.04
C -0.3017 -0.2203 0.2639 -0.013 0.023 0.053 -0.36
C 1.0266 -0.3353 0.5693 0.010 0.080 0.146 -0.07
C 1.7298 0.6232 -0.2141 0.094 0.090 -0.091 -0.11
C 0.8086 1.2690 -0.9950 0.123 0.029 -0.047 -0.14
N -0.4246 0.7328 -0.7163 0.015 0.147 0.209 0.04
H -2.3635 -0.4916 0.9466 0.292 -0.091 -0.197 0.08
H -1.6495 -1.6490 -0.2340 -0.634 -0.357 0.177 0.08
H -1.2208 -1.7376 1.4866 0.054 0.203 -0.228 0.08
H 1.4406 -1.0520 1.2677 -0.039 0.195 -0.071 0.10
H 2.7916 0.8186 -0.1915 -0.093 -0.012 -0.059 0.09
H 0.9200 2.0651 -1.7167 0.007 -0.106 0.097 0.10
H -1.2933 1.0353 -1.1288 0.170 -0.080 0.118 0.15
```
Forces are in eV/Å.

Values from the calculation:
* charge: 0
* ΔE to the lowest compared entry with this formula, charge and spin: 2.0 kcal/mol

***

Entry 2:
Density functional theory data (the ωB97M-V functional and the def2-TZVPD basis) for a single C5H7N molecule.

```
13
Properties=species:S:1:pos:R:3:forces:R:3:lowdin_charge:R:1
C -1.8626 0.1771 0.0264 -0.068 0.029 0.020 -0.04
N -0.4196 0.1032 0.1105 0.170 -0.047 -0.089 -0.19
C 0.2808 -0.9362 0.6637 -0.038 -0.046 0.027 -0.12
C 1.6053 -0.7922 0.3344 0.056 -0.033 -0.015 -0.11
C 1.7149 0.3773 -0.4681 -0.025 0.073 0.071 -0.11
C 0.4515 0.9025 -0.5849 -0.024 -0.053 -0.015 -0.12
H -2.3100 -0.1365 0.9757 0.090 0.072 -0.191 0.09
H -2.2360 -0.4685 -0.7788 0.004 0.154 0.165 0.09
H -2.1538 1.2114 -0.1768 0.000 -0.190 0.045 0.09
H -0.2281 -1.6929 1.2484 0.105 0.137 -0.118 0.11
H 2.4102 -1.4483 0.6380 -0.134 0.102 -0.027 0.09
H 2.6178 0.7997 -0.8910 -0.167 -0.082 0.092 0.09
H 0.0970 1.7846 -1.0990 0.030 -0.117 0.034 0.11
```
Forces are in eV/Å.

Values from the calculation:
* charge: 0
* ΔE to the lowest compared entry with this formula, charge and spin: 7.5 kcal/mol

***

Entry 3:
Density functional theory data (the ωB97M-V functional and the def2-TZVPD basis) for a single C5H7N molecule.

```
13
Properties=species:S:1:pos:R:3:forces:R:3:lowdin_charge:R:1
C -2.5702 -0.4659 -0.0557 1.943 0.273 -1.755 -0.06
N -1.4686 -0.1029 -0.5789 0.414 1.143 0.812 -0.02
C -0.5909 0.6352 0.2717 1.972 -1.977 1.338 -0.23
C 0.5297 1.4977 -0.1056 -0.409 3.503 -0.413 -0.10
C 1.0969 0.3751 -0.1981 -1.318 -2.096 1.186 -0.14
C 2.0920 -0.7274 -0.2748 0.654 -0.773 1.406 -0.09
H -3.1176 -1.0865 -0.6837 -1.545 -1.023 -0.709 0.04
H -2.8916 -0.1800 0.8886 -0.608 0.379 1.925 0.05
H -0.7544 0.5709 1.4107 -0.102 -0.087 -1.686 0.13
H 0.6660 2.6033 -0.0355 0.082 -1.011 -0.506 0.11
H 1.6140 -1.6711 -0.7367 1.132 1.756 -0.101 0.09
H 2.3081 -1.1796 0.8131 -0.288 1.476 -2.102 0.11
H 3.0867 -0.2691 -0.7150 -1.928 -1.563 0.607 0.11
```
Forces are in eV/Å.

Values from the calculation:
* charge: 0
* ΔE to the lowest compared entry with this formula, charge and spin: 105.8 kcal/mol

***

Entry 4:
Density functional theory data (the ωB97M-V functional and the def2-TZVPD basis) for a single C5H7N molecule.

```
13
Properties=species:S:1:pos:R:3:forces:R:3:lowdin_charge:R:1
C -2.1125 -0.6268 -0.0975 -5.164 -0.967 1.629 0.08
C -1.1901 0.1000 0.2026 -3.036 -0.772 -1.387 -0.30
C -0.3565 1.2250 -0.0428 0.350 1.685 -0.822 -0.20
N 1.0973 0.7669 -0.1118 0.211 0.520 0.555 -0.10
C 1.2040 -0.4103 0.8053 4.593 -1.025 -1.139 -0.14
C 1.2417 -0.5644 -0.6982 0.268 0.752 0.355 -0.18
H -3.3668 -0.9667 0.0556 4.886 0.769 -0.743 0.15
H -0.9400 1.7837 -0.9953 2.530 -1.252 2.270 0.19
H -0.4677 1.8707 0.8590 0.407 -0.003 -0.808 0.12
H 2.3465 -0.7787 1.2467 -3.800 1.794 -0.548 0.18
H 0.2214 -0.6877 1.1670 0.805 -0.633 1.031 0.06
H 2.0274 -0.8729 -1.4200 -0.145 0.653 1.136 0.12
H 0.2953 -0.8387 -0.9704 -1.905 -1.521 -1.528 0.03
```
Forces are in eV/Å.

Values from the calculation:
* charge: 0
* ΔE to the lowest compared entry with this formula, charge and spin: 152.8 kcal/mol

***

Calculated E_HOMO (eV), listed in the same order as above: -7.956; -8.235; -8.147; -9.437
Calculated calculated total energy (Ha), listed in the same order as above: -249.470076; -249.461224; -249.304628; -249.229713
Calculated E_LUMO (Eh), listed in the same order as above: 0.039; 0.038; 0.038; 0.035